No. 1
One molecule with the formula C18H23N3O4S in a non-equilibrium geometry. Source: OMol25; level of theory: ωB97M-V/def2-TZVPD.

Properties
2S+1: 1
ΔE to the lowest compared entry with this formula, charge and spin (eV): 5.122
Net charge: 0
SMILES: CCc1c(C(=O)Nc2cc(S(=O)(=O)NC)ccc2C)[nH]c(C)c1C(C)=O

Cartesian coordinates (Å):
C -0.45 -4.41 1.79
C 0.18 -3.68 0.62
C 0.92 -2.40 1.09
C 0.42 -1.10 1.07
C -0.79 -0.39 0.46
O -1.28 0.49 1.16
N -1.07 -0.51 -0.84
C -1.55 0.55 -1.60
C -2.34 1.71 -1.16
C -2.68 2.83 -1.97
S -3.81 4.05 -1.33
O -5.02 3.41 -0.82
O -4.02 5.24 -2.24
N -2.96 4.53 -0.01
C -1.89 5.49 -0.21
C -2.05 2.90 -3.23
C -1.48 1.80 -3.79
C -1.13 0.66 -2.98
C -0.40 -0.53 -3.57
N 1.43 -0.31 1.66
C 2.42 -0.97 2.24
C 3.35 -0.26 3.07
C 2.27 -2.28 1.85
C 3.22 -3.42 1.94
C 4.75 -3.19 2.08
O 2.89 -4.54 2.07
H -0.62 -5.52 1.72
H -1.41 -4.04 2.12
H 0.29 -4.26 2.59
H -0.70 -3.41 -0.02
H 0.92 -4.18 0.04
H -0.44 -1.11 -1.33
H -2.82 1.67 -0.17
H -2.61 3.70 0.51
H -1.27 5.10 -0.96
H -1.30 5.64 0.77
H -2.33 6.54 -0.59
H -2.22 3.76 -3.92
H -1.27 1.73 -4.86
H 0.14 -0.25 -4.51
H -1.12 -1.33 -3.79
H 0.35 -0.87 -2.96
H 1.23 0.68 1.95
H 2.91 0.30 3.96
H 3.80 0.62 2.55
H 4.10 -0.97 3.45
H 5.28 -4.12 1.60
H 5.09 -2.39 1.43
H 5.05 -2.94 3.07

---

No. 2
One molecule with the formula C18H23N5O3S in a non-equilibrium geometry. Source: OMol25; level of theory: ωB97M-V/def2-TZVPD.

Properties
2S+1: 1
ΔE to the lowest compared entry with this formula, charge and spin (eV): 0.000
Net charge: 0
SMILES: Cc1nn(C2CCCCC2)c2sc(C(=O)NCCN3CC(=O)NC3=O)cc12

Cartesian coordinates (Å):
C -2.60 1.25 -3.72
C -1.70 1.43 -2.55
N -1.15 2.56 -2.16
N -0.47 2.28 -0.99
C 0.38 3.27 -0.27
C 1.79 3.39 -0.90
C 1.83 4.17 -2.21
C 1.21 5.57 -2.04
C -0.17 5.50 -1.40
C -0.17 4.72 -0.08
C -0.65 0.95 -0.65
S -0.17 -0.14 0.60
C -1.26 -1.36 -0.13
C -1.60 -2.63 0.50
O -2.49 -3.32 0.03
N -1.09 -3.01 1.73
C -1.49 -4.22 2.39
C -0.51 -4.45 3.53
N 0.90 -4.63 3.13
C 1.34 -5.82 2.36
C 2.68 -5.31 1.89
O 3.37 -5.80 1.04
N 2.90 -4.01 2.31
C 1.78 -3.61 2.93
O 1.51 -2.42 3.03
C -1.83 -0.95 -1.32
C -1.42 0.39 -1.57
H -3.15 2.21 -3.89
H -2.01 1.06 -4.60
H -3.32 0.48 -3.55
H 0.50 2.89 0.74
H 2.15 2.42 -1.11
H 2.50 3.80 -0.18
H 1.25 3.64 -2.95
H 2.90 4.25 -2.53
H 1.23 6.07 -3.02
H 1.86 6.19 -1.41
H -0.89 5.06 -2.10
H -0.50 6.52 -1.25
H 0.42 5.23 0.71
H -1.21 4.64 0.25
H -0.44 -2.43 2.17
H -2.50 -4.24 2.84
H -1.45 -5.09 1.72
H -0.54 -3.55 4.18
H -0.85 -5.29 4.14
H 1.42 -6.72 3.00
H 0.75 -6.03 1.46
H 3.51 -3.40 1.78
H -2.57 -1.49 -1.88

---

No. 3
One molecule with the formula C18H23N5O4 in a non-equilibrium geometry. Source: OMol25; level of theory: ωB97M-V/def2-TZVPD.

Properties
2S+1: 1
ΔE to the lowest compared entry with this formula, charge and spin (eV): 3.540
Net charge: 0
SMILES: CNC(=O)[C@@H](Cc1cnc[nH]1)NC(=O)[C@@H](Cc1ccc(O)cc1)NC(C)=O

Cartesian coordinates (Å):
C -4.00 1.91 2.02
N -2.96 1.41 1.06
C -2.95 1.61 -0.28
O -3.66 2.42 -0.80
C -2.07 0.75 -1.21
C -1.31 1.59 -2.19
C -0.03 1.16 -2.82
C 1.10 1.95 -2.79
N 2.20 1.21 -3.36
C 1.69 -0.03 -3.51
N 0.41 -0.02 -3.21
N -0.97 -0.15 -0.59
C -1.21 -1.10 0.30
O -2.39 -1.49 0.55
C -0.07 -1.91 0.85
C 0.92 -0.89 1.65
C 1.51 0.26 0.91
C 1.08 1.60 0.99
C 1.87 2.63 0.40
C 3.06 2.29 -0.28
O 3.79 3.29 -0.80
C 3.37 0.96 -0.58
C 2.59 -0.04 0.06
N -0.28 -3.14 1.62
C 0.55 -4.08 1.94
C -0.07 -5.04 2.96
O 1.66 -4.32 1.40
H -4.31 2.88 1.61
H -3.56 2.05 3.02
H -4.87 1.26 2.06
H -2.63 0.42 1.22
H -2.75 0.15 -1.73
H -1.01 2.46 -1.64
H -2.01 1.97 -2.98
H 1.17 2.96 -2.56
H 2.25 -0.73 -4.22
H -0.24 -0.65 -3.64
H -0.01 -0.03 -1.04
H 0.49 -2.27 -0.08
H 0.43 -0.60 2.60
H 1.79 -1.55 1.99
H 0.27 1.83 1.69
H 1.53 3.65 0.60
H 4.25 3.02 -1.62
H 4.18 0.66 -1.14
H 2.85 -1.09 -0.22
H -1.17 -3.14 2.08
H 0.77 -5.52 3.52
H -0.78 -4.60 3.62
H -0.46 -5.95 2.57

---

No. 4
One molecule with the formula C18H23N5OS. Source: OMol25; level of theory: ωB97M-V/def2-TZVPD.

Properties
2S+1: 1
ΔE to the lowest compared entry with this formula, charge and spin (eV): 2.636
Net charge: 0
SMILES: N#Cc1n[nH]/c(=N\C[C@@H]2CC[C@@H](NC(=O)C#CC3CCCCC3)C2)s1

Cartesian coordinates (Å):
N -6.49 2.85 -3.49
C -6.14 2.01 -2.78
C -5.75 0.98 -1.88
N -5.18 -0.10 -2.28
N -4.93 -0.91 -1.24
C -5.26 -0.48 0.04
N -5.12 -1.05 1.16
C -4.49 -2.36 1.18
C -2.98 -2.30 1.00
C -2.28 -3.65 1.17
C -0.81 -3.26 1.30
C -0.81 -1.94 2.10
N 0.17 -0.97 1.63
C 0.18 -0.47 0.37
O -0.67 -0.71 -0.47
C 1.31 0.42 0.10
C 2.22 1.16 -0.15
C 3.33 2.06 -0.47
C 4.50 1.88 0.51
C 5.64 2.83 0.17
C 6.11 2.64 -1.27
C 4.95 2.81 -2.25
C 3.80 1.86 -1.92
C -2.27 -1.43 2.04
S -6.03 1.11 -0.15
H -4.35 -1.71 -1.42
H -4.72 -2.81 2.15
H -4.94 -3.03 0.42
H -2.73 -1.91 0.01
H -2.64 -4.14 2.08
H -2.46 -4.34 0.34
H -0.20 -4.03 1.78
H -0.39 -3.08 0.31
H -0.54 -2.13 3.13
H 0.94 -0.73 2.22
H 2.95 3.09 -0.37
H 4.15 2.05 1.53
H 4.84 0.85 0.45
H 5.31 3.86 0.31
H 6.47 2.67 0.86
H 6.91 3.34 -1.51
H 6.53 1.63 -1.38
H 4.59 3.85 -2.21
H 5.29 2.64 -3.27
H 4.13 0.83 -2.04
H 2.96 2.02 -2.60
H -2.32 -0.36 1.80
H -2.75 -1.56 3.01

---

No. 5
One molecule with the formula C18H23N5OS. Source: OMol25; level of theory: ωB97M-V/def2-TZVPD.

Properties
2S+1: 1
ΔE to the lowest compared entry with this formula, charge and spin (eV): 2.720
Net charge: 0
SMILES: N#Cc1n[nH]/c(=N\C[C@@H]2CC[C@@H](NC(=O)C#CC3CCCCC3)C2)s1

Cartesian coordinates (Å):
N -0.47 4.01 -8.15
C 0.20 3.51 -7.36
C 1.05 2.88 -6.40
N 1.74 3.56 -5.56
N 2.46 2.74 -4.78
C 2.37 1.36 -4.98
N 2.95 0.42 -4.39
C 3.87 0.74 -3.31
C 3.15 1.00 -2.00
C 4.09 1.30 -0.83
C 3.23 1.03 0.40
C 2.48 -0.25 0.02
N 1.28 -0.47 0.81
C 0.10 0.17 0.55
O 0.00 1.13 -0.19
C -1.04 -0.38 1.27
C -2.00 -0.81 1.86
C -3.17 -1.33 2.56
C -2.89 -2.72 3.17
C -4.12 -3.25 3.90
C -4.59 -2.27 4.97
C -4.86 -0.89 4.38
C -3.63 -0.35 3.65
C 2.30 -0.20 -1.52
S 1.22 1.14 -6.31
H 3.00 3.16 -4.04
H 4.54 -0.11 -3.19
H 4.51 1.60 -3.56
H 2.47 1.85 -2.12
H 4.95 0.62 -0.86
H 4.49 2.32 -0.87
H 3.80 0.92 1.33
H 2.51 1.84 0.53
H 3.13 -1.09 0.26
H 1.21 -1.31 1.35
H -3.98 -1.43 1.83
H -2.58 -3.41 2.38
H -2.05 -2.63 3.86
H -4.93 -3.40 3.18
H -3.90 -4.22 4.34
H -5.49 -2.65 5.47
H -3.82 -2.19 5.74
H -5.70 -0.96 3.68
H -5.16 -0.19 5.16
H -2.81 -0.21 4.36
H -3.84 0.62 3.20
H 1.26 -0.08 -1.79
H 2.65 -1.13 -1.98

---

| no. | calculated total energy (eV) | orbital gap (eV) | LUMO level (eV) |
| --- | --- | --- | --- |
| 1 | -42532.067 | 9.1 | 0.19 |
| 2 | -43468.328 | 8.8 | 0.55 |
| 3 | -34678.820 | 8.8 | 0.41 |
| 4 | -39370.688 | 8.9 | 0.30 |
| 5 | -39370.605 | 9.0 | 0.21 |